Entry from the OMol25 dataset: C26H37F19N2O28S6Zr as an isolated structure in a non-equilibrium geometry (the ωB97M-V functional and the def2-TZVPD basis).

Structure (XYZ):
```
119
Properties=species:S:1:pos:R:3:mulliken_charge:R:1
Zr 19.85020 22.07572 14.89910 2.374
N 18.75670 20.89062 16.25845 0.962
S 17.38926 21.16113 17.10722 -0.007
O 17.62392 21.58763 18.43635 -0.029
O 16.22954 20.42651 16.79484 -0.509
F 17.09864 22.53943 16.32100 -0.386
S 19.23566 19.47478 17.08833 -0.578
O 18.35381 18.38718 16.97236 -0.411
O 19.91976 19.76406 18.28813 -0.467
F 20.41802 19.13939 16.10089 0.182
N 20.06075 20.55502 13.47748 -0.174
S 21.44711 20.26991 12.49345 0.687
O 21.54990 21.27530 11.50949 -0.682
O 21.71695 18.90816 12.26664 -0.483
F 22.50542 20.63098 13.60065 -0.208
S 19.03893 19.49551 12.76475 0.602
O 19.17022 18.15706 13.16539 -0.315
O 18.56504 19.89645 11.48501 -0.630
F 17.79309 20.00210 13.67931 -0.251
O 19.71402 23.83775 16.04840 -0.087
C 20.59693 24.90453 15.72536 -0.472
C 21.25036 24.68820 14.36872 -1.018
O 21.28176 23.32644 13.97808 -0.544
H 19.95741 25.79550 15.70029 0.411
H 21.31453 25.03634 16.54363 0.408
H 22.30550 24.99112 14.33145 0.351
H 20.79940 25.35392 13.61968 0.170
C 19.03966 23.96127 9.63605 -1.620
C 19.02622 23.66771 11.10976 0.663
O 17.68443 23.19352 11.43417 -0.290
C 17.38900 22.91393 12.64353 0.429
O 18.21502 22.73669 13.51667 -0.582
C 15.88339 22.55767 12.80120 0.776
F 15.53675 22.72402 14.07404 -0.169
F 15.13442 23.37634 12.05738 -0.263
F 15.67447 21.30734 12.43407 -0.201
H 20.06299 24.14486 9.31737 0.410
H 18.42378 24.82719 9.40443 0.396
H 18.64302 23.09264 9.11106 0.379
H 19.24287 24.59092 11.64878 0.160
H 19.74080 22.89593 11.39073 -0.126
C 19.38317 15.80260 19.13455 -0.690
C 19.82341 14.56419 18.38301 -0.494
O 19.61819 14.67788 16.96787 -0.219
C 18.38567 14.74620 16.52806 0.271
O 17.40252 14.50725 17.15409 -0.555
C 18.30134 15.03730 15.01367 0.958
F 17.97062 13.90457 14.37439 -0.291
F 17.34258 15.95230 14.80972 -0.237
F 19.42462 15.49692 14.48337 -0.229
H 18.46270 16.22895 18.74149 0.330
H 20.09993 16.62157 19.03793 0.072
H 19.26078 15.54930 20.18604 0.427
H 19.38700 13.66688 18.82415 0.345
H 20.90186 14.42326 18.44566 0.354
C 25.50406 16.87847 12.79796 -1.540
C 24.17958 17.33846 13.40548 0.427
O 24.17594 16.93568 14.77640 -0.321
C 23.04604 17.07475 15.43364 0.302
O 21.97117 17.25789 14.95972 -0.330
C 23.25917 16.95832 16.95956 0.855
F 22.38811 17.75016 17.58274 -0.147
F 23.02565 15.68854 17.35432 -0.285
F 24.49758 17.27160 17.33640 -0.274
H 25.66144 17.40011 11.85288 0.414
H 25.47712 15.80732 12.61147 0.348
H 26.33792 17.14971 13.44433 0.359
H 23.36538 16.85924 12.86203 0.244
H 24.07975 18.41152 13.24549 -0.052
C 10.67175 20.12385 20.52899 -1.182
C 11.00354 21.58891 20.54269 -0.257
O 12.42410 21.77340 20.45961 -0.165
C 12.87275 22.86578 19.89037 0.012
O 12.24338 23.78622 19.46764 -0.549
C 14.40734 22.76403 19.75084 1.272
F 14.93890 23.90931 19.32974 -0.276
F 14.95961 22.45476 20.93554 -0.277
F 14.71985 21.80190 18.88475 -0.243
H 9.61828 20.03042 20.79925 0.377
H 11.23555 19.60054 21.30547 0.315
H 10.85712 19.60370 19.59336 0.318
H 10.61353 22.09412 21.42702 0.303
H 10.50319 22.08233 19.70476 0.332
C 21.68475 23.06007 20.29949 -1.538
C 21.28330 22.56896 18.94178 1.918
O 22.49963 22.01660 18.35586 -0.401
C 22.48214 21.55257 17.16443 0.575
O 21.54170 21.51002 16.40391 0.736
C 23.90737 21.18865 16.68025 0.533
F 24.74688 21.06121 17.70844 -0.281
F 23.91443 20.04974 15.99078 -0.068
F 24.32033 22.19291 15.90722 -0.240
H 22.58406 23.67290 20.19859 0.442
H 21.92568 22.26441 21.00565 0.366
H 20.94558 23.69961 20.77348 0.088
H 20.90772 23.36508 18.29552 -0.494
H 20.48659 21.83468 18.99832 -0.628
C 17.68963 25.24152 18.56559 0.287
C 16.95331 26.40342 19.21352 -0.274
O 17.76857 26.75762 20.36094 -0.405
S 18.79162 25.61600 20.74672 1.237
O 18.46409 25.07723 22.01134 -0.616
O 20.11664 26.04295 20.47993 -0.580
O 18.33358 24.56589 19.63692 0.009
H 18.39780 25.62516 17.82719 -0.220
H 17.02396 24.54177 18.07085 0.119
H 15.98021 26.13694 19.62214 0.227
H 16.87877 27.28584 18.58619 0.300
C 18.60585 21.32255 21.90784 0.583
C 19.64860 20.52402 22.69484 -0.146
O 19.32937 19.14113 22.50504 -0.371
S 17.96946 18.92848 21.69839 0.957
O 17.08055 18.11022 22.41990 -0.629
O 18.28404 18.60800 20.35756 -0.226
O 17.48248 20.43836 21.78655 -0.301
H 18.94636 21.62627 20.91806 -0.669
H 18.22735 22.17481 22.46492 0.355
H 19.67440 20.79065 23.74948 0.287
H 20.64515 20.66061 22.27531 0.186
```

Values from the calculation:
HOMO level (eV): -10.18
Multiplicity: 1
Charge: 0
Strongest force on any atom (eV Å⁻¹): 5.97
Kohn-Sham gap (eV): 9.025